Record 1
13 unconnected molecules or ions with the total composition C69H150F10N13O28S10 in a non-equilibrium geometry, computed with ωB97M-V with the def2-TZVPD basis set.

The geometry in XYZ format:
```
280
C69H150F10N13O28S10 (ωB97M-V with the def2-TZVPD basis set)
C 6.4506 -3.3726 4.4757
C 5.2351 -3.9718 5.1776
C 5.4719 -3.7812 6.7217
C 4.2344 -3.9233 7.6213
C 3.0602 -2.9830 7.1853
C 2.7365 -3.0152 5.6290
N 4.0293 -3.0999 4.7304
O 3.8603 -3.2131 3.4010
C 2.1051 -1.6735 5.2630
C 1.8509 -4.2129 5.1741
C 5.0488 -5.4902 4.8273
H 6.6188 -2.3149 4.6782
H 6.3154 -3.4711 3.3986
H 7.3837 -3.8582 4.7615
H 5.8314 -2.7604 6.8513
H 6.2254 -4.3823 7.2307
H 4.3818 -3.8557 8.6991
H 3.9468 -4.9613 7.4540
H 3.2419 -1.9488 7.4775
H 2.0907 -3.1669 7.6484
H 1.1707 -1.4689 5.7856
H 1.9203 -1.7474 4.1913
H 2.7771 -0.8438 5.4827
H 0.7895 -4.3711 5.3654
H 2.2293 -5.2032 5.4275
H 1.9019 -4.2668 4.0867
H 4.6219 -5.6580 3.8386
H 4.4301 -5.8939 5.6288
H 6.0098 -6.0037 4.8565
C 2.1237 7.1136 -2.8621
C 1.5973 7.0128 -1.4245
C 0.2595 6.2562 -1.4906
C -0.2650 5.6768 -0.1484
C 0.7769 4.7608 0.4098
C 2.1505 5.4088 0.6901
N 2.5959 6.2371 -0.5525
O 3.9857 6.6043 -0.5008
C 3.1597 4.2571 0.9009
C 2.1422 6.4207 1.8918
C 1.4188 8.3648 -0.7460
H 1.4463 7.5928 -3.5689
H 2.3819 6.1539 -3.3098
H 3.0291 7.7175 -2.9219
H 0.3573 5.4241 -2.1877
H -0.4963 6.8753 -1.9738
H -1.2682 5.2980 -0.3439
H -0.4400 6.4666 0.5822
H 0.8244 4.0215 -0.3898
H 0.4060 4.2053 1.2712
H 3.2531 3.5893 0.0445
H 2.9560 3.6892 1.8087
H 4.1469 4.6949 1.0484
H 2.1890 5.9022 2.8495
H 1.2305 7.0181 1.8955
H 2.9670 7.1328 1.9163
H 1.1108 8.2432 0.2925
H 0.5756 8.8593 -1.2283
H 2.3510 8.9165 -0.8673
C 0.2135 -5.9605 -6.7229
C -1.2658 -6.2053 -6.3476
C -1.6655 -5.3702 -5.1530
C -1.9323 -3.9089 -5.4874
C -3.1039 -3.8459 -6.4633
C -2.7700 -4.5584 -7.8236
N -2.1183 -5.8599 -7.5292
O -1.8925 -6.7254 -8.6568
C -1.9054 -3.6097 -8.7388
C -4.1466 -4.8924 -8.5200
C -1.3736 -7.6928 -5.9310
H 0.5457 -6.5181 -7.5986
H 0.9005 -6.2090 -5.9140
H 0.2962 -4.9248 -7.0524
H -0.8477 -5.4370 -4.4355
H -2.5314 -5.7675 -4.6234
H -1.0357 -3.4582 -5.9129
H -2.1223 -3.2639 -4.6295
H -3.3504 -2.8200 -6.7368
H -3.9889 -4.2387 -5.9626
H -1.7875 -4.0854 -9.7125
H -0.8789 -3.4078 -8.4328
H -2.4640 -2.6928 -8.9268
H -3.9995 -5.2893 -9.5244
H -4.7336 -3.9855 -8.6651
H -4.8770 -5.4870 -7.9713
H -0.8665 -8.3651 -6.6231
H -2.4060 -8.0409 -5.8974
H -1.0639 -7.8256 -4.8944
C -3.2048 5.1550 -3.9380
C -4.2659 4.1506 -3.2965
C -4.2468 4.2656 -1.7533
C -4.9640 5.4975 -1.2587
C -6.4832 5.4513 -1.5745
C -6.7115 5.2896 -3.1263
N -5.6763 4.4449 -3.8277
O -5.8541 4.3089 -5.2511
C -6.7245 6.6918 -3.7527
C -8.0760 4.5064 -3.4473
C -3.9393 2.7010 -3.7786
H -3.2495 6.1184 -3.4300
H -3.3559 5.2236 -5.0153
H -2.2025 4.7660 -3.7586
H -3.2179 4.1773 -1.4044
H -4.7073 3.3571 -1.3650
H -4.4154 6.3387 -1.6823
H -4.8268 5.6476 -0.1878
H -6.8631 6.4173 -1.2419
H -7.0193 4.7089 -0.9832
H -7.6260 7.2486 -3.4970
H -6.6342 6.7393 -4.8379
H -5.8463 7.2566 -3.4400
H -8.3887 4.4216 -4.4880
H -8.9494 4.9729 -2.9917
H -7.9657 3.5003 -3.0428
H -3.9777 2.7350 -4.8674
H -4.6185 1.8913 -3.5117
H -2.9727 2.3741 -3.3954
C -1.6021 -0.7001 1.7225
C -0.5562 -0.1364 0.7692
C 0.5353 -1.2445 0.6659
C 1.5428 -1.0289 -0.5167
C 0.7936 -0.8009 -1.8737
C -0.4464 0.1183 -1.9938
N -1.1974 0.1490 -0.6417
O -2.2658 1.0523 -0.7222
C -1.2895 -0.4696 -3.1210
C 0.0871 1.5592 -2.3018
C 0.0859 1.1293 1.3649
H -2.4081 0.0326 1.7606
H -1.1894 -0.8417 2.7213
H -2.1358 -1.6092 1.4452
H 0.0223 -2.2000 0.5569
H 1.2099 -1.3499 1.5155
H 2.2335 -1.8692 -0.5873
H 2.1268 -0.1387 -0.2832
H 0.4790 -1.8201 -2.0982
H 1.5475 -0.6046 -2.6360
H -2.3021 -0.0679 -3.1604
H -1.3248 -1.5525 -3.0023
H -0.8918 -0.1979 -4.0988
H 0.1396 1.5857 -3.3902
H 1.0433 1.7380 -1.8101
H -0.5713 2.3674 -1.9832
H -0.5417 2.0155 1.2702
H 0.9357 1.4691 0.7729
H 0.4102 0.9383 2.3879
C 6.7533 6.0513 4.3718
C 5.8876 6.8764 5.3573
N 4.7122 6.1283 6.1513
C 5.4560 5.4026 7.3742
C 3.6725 7.2247 6.6792
C 2.6967 7.8630 5.5773
C 4.0615 5.0295 5.2217
C 2.9682 4.2618 5.9967
O 2.1088 3.5673 5.1866
C 2.5731 2.2085 4.9657
H 7.5567 6.7144 4.0511
H 6.1989 5.6957 3.5033
H 7.0903 5.1209 4.8289
H 5.3123 7.6289 4.8180
H 6.4884 7.2964 6.1639
H 5.6432 6.0594 8.2236
H 6.4349 5.0166 7.0900
H 4.8929 4.6022 7.8542
H 4.2621 7.9990 7.1700
H 3.1572 6.6407 7.4417
H 1.8669 8.3451 6.0940
H 2.1872 7.1101 4.9759
H 3.2034 8.5900 4.9426
H 4.9297 4.3923 5.0533
H 3.8609 5.4769 4.2482
H 2.3679 4.9798 6.5554
H 3.4164 3.6554 6.7838
H 2.7702 1.6336 5.8706
H 3.3147 2.2931 4.1715
H 1.7990 1.6570 4.4321
C -5.7797 -2.9523 3.4358
C -4.3354 -3.5057 3.1611
N -4.0584 -4.9995 3.5379
C -5.1785 -5.8665 2.8282
C -2.6776 -5.4252 2.9191
C -1.4567 -4.6896 3.4641
C -4.1136 -5.2268 5.0676
C -3.5753 -6.5296 5.5765
O -4.0381 -7.5519 4.8342
C -3.6066 -8.8274 5.1816
H -6.0394 -3.0336 4.4913
H -6.4528 -3.4213 2.7182
H -5.7870 -1.9293 3.0595
H -3.6483 -2.8850 3.7361
H -4.0491 -3.5232 2.1095
H -5.0165 -6.9407 2.7389
H -5.2558 -5.5142 1.7996
H -6.0866 -5.7412 3.4179
H -2.7415 -5.3185 1.8362
H -2.5482 -6.4710 3.1980
H -1.5328 -4.6733 4.5513
H -1.3996 -3.6515 3.1365
H -0.5759 -5.2869 3.2284
H -5.1105 -4.9608 5.4190
H -3.4454 -4.4665 5.4721
H -3.7237 -6.6765 6.6463
H -2.4864 -6.5453 5.5285
H -2.5339 -8.8782 5.3683
H -3.7564 -9.4076 4.2711
H -4.1164 -9.1637 6.0844
C 3.4380 0.2222 -8.9900
C 3.0411 -1.2251 -8.5978
N 3.4228 -1.5829 -7.1458
C 4.9415 -1.4541 -6.9465
C 2.7345 -0.5965 -6.1519
C 1.2734 -0.4463 -6.4287
C 3.0423 -3.0133 -6.9535
C 3.1229 -3.5826 -5.5593
O 1.8278 -3.4716 -5.0020
C 1.6826 -4.0402 -3.6931
H 4.5149 0.3197 -8.8532
H 2.9367 0.9971 -8.4101
H 3.2394 0.3505 -10.0541
H 3.5615 -2.0138 -9.1412
H 1.9593 -1.2880 -8.7156
H 5.4045 -2.0212 -7.7541
H 5.2062 -1.9234 -5.9990
H 5.2465 -0.4078 -6.9647
H 3.1039 0.4250 -6.2425
H 2.9316 -0.9617 -5.1440
H 0.9521 0.1198 -7.3030
H 1.0023 0.1973 -5.5919
H 0.7196 -1.3740 -6.2842
H 3.6512 -3.6855 -7.5581
H 2.0196 -3.0646 -7.3271
H 3.8498 -3.0936 -4.9108
H 3.1989 -4.6676 -5.6302
H 1.5854 -5.1198 -3.8080
H 0.7207 -3.8029 -3.2388
H 2.4061 -3.7923 -2.9165
N -3.8721 -4.9416 -0.4056
S -3.3702 -3.6864 -0.9100
O -3.6760 -2.5351 -0.1092
O -3.2257 -3.4343 -2.3525
F -1.8675 -3.9509 -0.3794
S -5.4733 -4.6200 -0.9267
O -5.7215 -4.6844 -2.3551
O -6.2663 -3.7587 -0.0632
F -6.0020 -6.0417 -0.4422
N -4.3009 2.8018 3.6701
S -4.1479 1.4527 4.1514
O -2.7743 0.8587 4.1281
O -5.2571 0.5621 4.0957
F -4.1712 1.8523 5.7323
S -3.9895 2.4933 1.9824
O -4.6562 1.3414 1.3675
O -2.7659 2.9904 1.3999
F -4.9817 3.6043 1.4569
N -0.2504 4.3477 -6.6547
S -0.8219 2.9695 -6.7651
O -1.0784 2.1088 -5.5445
O -0.4672 2.3255 -8.0155
F -2.2612 3.5004 -7.1439
S 1.0822 3.7947 -5.7328
O 2.0440 2.8159 -6.3308
O 0.9174 3.6482 -4.2984
F 1.9936 5.1385 -5.8087
N -2.9075 -3.0096 7.2806
S -2.4008 -1.9082 6.3607
O -1.4876 -2.2125 5.2351
O -2.1987 -0.6395 7.0533
F -3.8077 -1.5881 5.5508
S -1.4090 -3.6161 7.7543
O -0.4058 -2.7339 8.3416
O -0.8734 -4.7426 6.9723
F -1.8891 -4.3021 9.1069
N 4.7643 -0.1779 4.0568
S 5.0684 0.1529 2.6557
O 5.8555 -0.9115 2.0354
O 5.1600 1.5210 2.0935
F 3.6154 -0.2536 2.1481
S 6.1426 0.7917 4.4569
O 5.9580 2.2032 4.8352
O 7.4111 0.3994 3.8630
F 6.2604 0.1790 5.9442
```

Results
DFT total energy = -10516.03276 Eh
LUMO = -0.355 Eh
HOMO-LUMO gap = 0.1121 Eh
Charge = +3

Record 2
6 unconnected molecules or ions with the total composition C14H40FN2O8 in a non-equilibrium geometry, computed with ωB97M-V with the def2-TZVPD basis set.

The geometry in XYZ format:
```
65
C14H40FN2O8 (ωB97M-V with the def2-TZVPD basis set)
F -0.4668 0.9300 -0.1755
C 4.1222 4.0671 -2.0708
C 3.6493 2.7843 -1.4250
C 4.6546 2.3106 -0.3258
O 5.8024 1.8800 -1.0773
C 6.5696 0.9542 -0.3406
N 2.3085 2.9813 -0.8085
H 4.2446 4.8663 -1.3397
H 3.4087 4.4087 -2.8207
H 5.0747 3.8261 -2.5428
H 3.6025 2.0505 -2.2297
H 4.1548 1.5160 0.2282
H 4.9410 3.0525 0.4195
H 6.9617 1.3312 0.6040
H 7.3962 0.7216 -1.0120
H 5.9445 0.0783 -0.1670
H 2.4864 3.5283 0.0217
H 2.0974 2.0664 -0.4363
C -3.6169 -2.5298 3.8234
C -4.6513 -2.5862 2.6935
C -4.0492 -2.8044 1.2807
O -3.4626 -1.5821 0.8583
C -3.0751 -1.6609 -0.4787
N -5.5737 -3.6112 3.1336
H -3.1933 -1.5556 4.0671
H -2.9125 -3.3616 3.8184
H -4.0638 -2.6856 4.8053
H -5.2005 -1.6461 2.6415
H -4.7975 -3.1084 0.5488
H -3.2440 -3.5365 1.3425
H -2.7090 -2.6659 -0.6886
H -2.4246 -0.8665 -0.8447
H -3.9816 -1.4850 -1.0578
H -6.3880 -3.6447 2.5372
H -5.9469 -3.3404 4.0322
C 2.3622 -1.1486 0.2812
C 1.5440 -1.7253 -0.8644
O 0.2076 -1.7823 -0.5374
O 2.0427 0.2469 0.4117
H 3.4300 -1.2166 0.0730
H 2.1595 -1.6317 1.2370
H 1.8688 -2.7316 -1.1288
H 1.7635 -1.1603 -1.7704
H -0.1145 -0.8946 -0.3644
H 1.1120 0.4814 0.3909
C -1.1683 -0.1704 -5.3316
C -0.7479 -0.6251 -3.9041
O -0.5608 0.4899 -3.0612
O -0.1103 0.4237 -5.9526
H -2.0036 0.5276 -5.2751
H -1.5147 -1.0305 -5.9046
H 0.1935 -1.1721 -3.8534
H -1.5138 -1.2071 -3.3914
H -0.6461 0.1133 -2.1823
H 0.0599 1.2792 -5.5517
C -2.2986 1.3672 2.8907
C -0.8520 0.9202 3.1662
O -0.2940 -0.0959 2.3079
O -2.9864 2.0621 3.9220
H -2.8593 0.4335 2.8458
H -2.3924 1.9186 1.9552
H -0.7336 0.5522 4.1854
H -0.2505 1.8222 3.2789
H -0.3847 0.2793 1.4290
H -2.9742 2.9921 3.6842
```

Results
DFT total energy = -1368.66596 Eh
LUMO = 0.107 Eh
HOMO-LUMO gap = 0.3346 Eh
Charge = -1

Record 3
2 unconnected molecules or ions with the total composition C4H12IN2O in a non-equilibrium geometry, computed with ωB97M-V with the def2-TZVPD basis set.

The geometry in XYZ format:
```
20
C4H12IN2O (ωB97M-V with the def2-TZVPD basis set)
C 1.3343 -3.5655 -0.2687
C -1.6555 3.1478 -0.1283
C 0.8291 -2.5848 0.7924
C -0.7110 -0.7275 0.2828
N -0.4271 -2.0194 0.5640
N -1.6709 2.1061 1.0622
O 0.0679 0.1869 0.2076
I -2.8323 -0.3633 -0.3145
H 1.7150 -3.2267 -1.2239
H 2.0730 -4.2700 0.1246
H 0.5697 -4.3688 -0.6095
H -2.6875 3.4661 -0.3554
H -0.9050 3.8878 0.1157
H -1.3852 2.5437 -1.0438
H 0.9125 -3.0069 1.8520
H 1.4994 -1.7697 0.8379
H -1.1816 -2.6443 0.7350
H -1.4466 2.6214 1.9023
H -2.4063 1.4354 1.0583
H -0.7854 1.6951 0.7589
```

Results
DFT total energy = -641.79401 Eh
LUMO = -0.133 Eh
HOMO-LUMO gap = 0.3760 Eh
Charge = +1

Record 4
A molecular structure, C23H21BFFeN7O3, computed with ωB97M-V with the def2-TZVPD basis set.

The geometry in XYZ format:
```
57
C23H21BFFeN7O3 (ωB97M-V with the def2-TZVPD basis set)
Fe 1.8172 0.1410 -0.8560
C 3.7292 3.9044 -1.3572
C 2.9571 3.0496 -0.5777
N 2.5018 2.0411 -1.3231
N 2.9924 2.2117 -2.5751
C 3.7335 3.3256 -2.6130
B 2.8227 1.1025 -3.6209
N 1.3324 0.7286 -3.7007
C 0.5102 0.6584 -4.7529
C -0.7223 0.2000 -4.3212
C -0.5613 -0.0007 -2.9551
N 0.6782 0.3278 -2.5876
N 3.5992 -0.1659 -3.1000
C 4.5875 -0.8604 -3.6640
C 4.9840 -1.8727 -2.8020
C 4.1682 -1.7246 -1.6919
N 3.3350 -0.6936 -1.8757
H 4.2187 4.8114 -1.0519
H 2.7091 3.1013 0.4701
H 4.2108 3.6276 -3.5304
H 3.2515 1.4266 -4.6853
H 0.8578 0.9360 -5.7339
H -1.6029 0.0337 -4.9150
H -1.2673 -0.3562 -2.2232
H 4.9488 -0.5902 -4.6423
H 5.7568 -2.6028 -2.9600
H 4.1370 -2.2929 -0.7766
C -2.6779 1.4453 4.6752
C -2.8993 0.0189 4.1954
C -4.3567 -0.2175 3.8403
C -4.5700 -1.6375 3.3525
C -3.6812 -1.9104 2.1740
C -4.0378 -2.8157 1.2046
C -3.1943 -3.0652 0.1223
F -3.5871 -3.9613 -0.7882
C -1.9989 -2.4278 -0.0264
C -1.6166 -1.4910 0.9471
C -0.3442 -0.8138 0.8121
O 0.3619 -1.0452 -0.2346
C 0.0352 0.0400 1.8556
C -0.8416 0.2521 2.9003
N -2.0386 -0.3069 3.0079
C -2.4520 -1.2289 2.0450
C 1.3576 0.7442 1.9460
O 1.6238 1.4251 2.9071
O 2.1871 0.5224 0.9513
H -3.4596 1.6872 5.3938
H -2.7506 2.1523 3.8473
H -1.7260 1.5901 5.1819
H -2.6055 -0.6852 4.9791
H -4.6635 0.5023 3.0755
H -4.9553 -0.0199 4.7288
H -5.6104 -1.8114 3.0804
H -4.3326 -2.3417 4.1562
H -4.9762 -3.3515 1.2698
H -1.3481 -2.6401 -0.8619
H -0.5264 0.9240 3.6842
```

Results
DFT total energy = -2886.48672 Eh
2S+1 = 6
LUMO (alpha / beta) = -0.114 / -0.159 Eh
HOMO-LUMO gap (alpha / beta) = 0.3182 / 0.2722 Eh
Charge = +1

Record 5
A molecular structure, C5H14N2O in a non-equilibrium geometry, computed with ωB97M-V with the def2-TZVPD basis set.

The geometry in XYZ format:
```
22
C5H14N2O (ωB97M-V with the def2-TZVPD basis set)
C 1.5339 0.2178 0.1127
C 0.0224 1.8743 -0.0146
C 2.7300 1.0158 0.5074
N 1.5657 -0.4653 -1.0346
H 0.9326 -0.2606 0.8832
H 0.7122 -0.9879 -1.2379
H 2.0290 -0.0547 -1.8331
H 2.4738 1.7391 1.2777
H 0.1547 2.1622 1.0291
H 0.7159 2.4513 -0.6298
H -0.9773 2.2488 -0.2661
H 3.1673 1.5442 -0.3416
H 3.4817 0.3341 0.9168
C -2.8461 -2.0657 0.3477
C -1.5243 -1.3089 0.3300
N -1.2745 -0.4696 -0.6978
O -0.7310 -1.4512 1.2682
H -0.6025 0.5920 -0.4013
H -2.0385 -0.3532 -1.3503
H -2.6758 -3.0723 0.7277
H -3.5270 -1.5633 1.0382
H -3.3222 -2.1268 -0.6315
```

Results
DFT total energy = -383.56859 Eh
LUMO = 0.034 Eh
HOMO-LUMO gap = 0.3323 Eh
Charge = 0

Record 6
C22H25FN2O3 in the gas phase, computed with ωB97M-V with the def2-TZVPD basis set.

The geometry in XYZ format:
```
53
C22H25FN2O3 (ωB97M-V with the def2-TZVPD basis set)
C -8.4889 -0.6483 -0.9321
O -7.0737 -0.5538 -0.8868
C -6.5297 -0.5383 0.3405
O -7.1863 -0.5946 1.3514
C -5.0503 -0.4442 0.3077
C -4.3606 -0.4795 1.5177
C -2.9825 -0.3984 1.5340
C -2.2787 -0.2587 0.3426
C -0.7796 -0.2585 0.3640
O -0.1699 -1.2433 0.7460
N -0.1626 0.8582 -0.0833
C -0.8622 2.0903 -0.3586
C 1.2937 0.8533 -0.1368
C 1.8555 1.6126 -1.3356
C 3.3778 1.4957 -1.3070
C 3.9153 2.0443 0.0216
N 3.3394 1.4280 1.1971
C 4.0070 0.2514 1.7191
C 4.0530 -0.9736 0.8316
C 3.0198 -1.9041 0.8109
C 3.0617 -3.0017 -0.0314
C 4.1495 -3.2040 -0.8636
C 5.2034 -2.3071 -0.8482
C 5.1371 -1.2143 -0.0048
F 6.1829 -0.3498 -0.0018
C 1.8981 1.4247 1.1643
C -2.9673 -0.2347 -0.8674
C -4.3448 -0.3296 -0.8877
H -8.7587 -0.6760 -1.9847
H -8.8251 -1.5549 -0.4247
H -8.9429 0.2154 -0.4416
H -4.9256 -0.5776 2.4322
H -2.4411 -0.4416 2.4669
H -0.3421 2.9241 0.1142
H -1.8719 2.0442 0.0439
H -0.9218 2.2792 -1.4338
H 1.5828 -0.1992 -0.2205
H 1.5811 2.6684 -1.2817
H 1.4581 1.1988 -2.2651
H 3.8141 2.0614 -2.1320
H 3.6643 0.4496 -1.4251
H 4.9989 1.9317 0.0649
H 3.6839 3.1163 0.0734
H 5.0323 0.5546 1.9545
H 3.5065 -0.0113 2.6551
H 2.1627 -1.7652 1.4522
H 2.2373 -3.6975 -0.0333
H 4.1848 -4.0602 -1.5199
H 6.0713 -2.4411 -1.4749
H 1.5208 0.8568 2.0168
H 1.5709 2.4674 1.2760
H -2.4165 -0.1508 -1.7928
H -4.8814 -0.3145 -1.8232
```

Results
DFT total energy = -1288.45866 Eh
LUMO = 0.011 Eh
HOMO-LUMO gap = 0.3070 Eh
SMILES string = COC(=O)c1ccc(C(=O)N(C)[C@H]2CCCN(Cc3ccccc3F)C2)cc1
Charge = 0